1.
This record from OMol25 describes 2 unconnected molecules or ions with the total composition C2H8OS. The level of theory is wB97M-V/def2-TZVPD.

Summary:
Maximum force in eV/A: 0.7
Structure (SMILES): CO.CS
M in g/mol: 80.15
LUMO in eV: 0.86
Gap between HOMO and LUMO in eV: 10.063

Last columns: bonded neighbours and bond lengths (Å).
Cartesian coordinates (Å):
1 C -1.69895 -0.31035 -0.93845  S2 1.793, H4 1.085, H5 1.089, H6 1.085
2 S -0.29802 -1.16474 -1.66180  C1 1.793, H3 1.336
3 H 0.39282 -0.11783 -2.12209  S2 1.336
4 H -2.37040 0.15949 -1.64924  C1 1.085
5 H -1.41232 0.40955 -0.17258  C1 1.089
6 H -2.25991 -1.07121 -0.40578  C1 1.085
7 C 1.12810 0.96570 1.43928  O8 1.407, H10 1.086, H11 1.097, H12 1.097
8 O 1.08717 1.53526 2.72569  C7 1.407, H9 0.965
9 H 1.42285 0.90532 3.37453  O8 0.965
10 H 0.37630 1.48745 0.85533  C7 1.086
11 H 2.07946 1.11165 0.91195  C7 1.097
12 H 0.87606 -0.10074 1.39265  C7 1.097

Löwdin charges, unit e, in atom order:
1. C -0.51
2. S 0.62
3. H -0.16
4. H 0.03
5. H 0.01
6. H 0.02
7. C -0.19
8. O -0.11
9. H 0.08
10. H 0.06
11. H 0.08
12. H 0.07

2.
This record from OMol25 describes a gas-phase ion, C6H17NOP (charge +1). The level of theory is wB97M-V/def2-TZVPD.

Summary:
Maximum force in eV/A: 0.7
Total charge: +1
M in g/mol: 150.18
LUMO in eV: -2.85
Gap between HOMO and LUMO in eV: 9.485

Last columns: bonded neighbours and bond lengths (Å).
Cartesian coordinates (Å):
1 C 3.33088 -0.14714 0.80192  C2 1.531, H10 1.086, H11 1.083, H12 1.086
2 C 2.62907 -0.26290 -0.55347  C1 1.531, O3 1.420, C4 1.521, H13 1.090
3 O 3.52583 -0.09184 -1.64072  C2 1.420, H14 0.971
4 C 1.59977 0.82767 -0.80621  C2 1.521, P5 1.801, H15 1.086, H16 1.087
5 P 0.40042 1.02947 0.52251  C4 1.801, C6 1.814, H17 1.395, H18 1.396
6 C -0.84518 -0.28935 0.53632  P5 1.814, C7 1.532, H19 1.085, H20 1.088
7 C -2.27035 0.26609 0.45065  C6 1.532, C8 1.553, H21 1.087, H22 1.086
8 C -3.28290 -0.87311 0.15352  C7 1.553, N9 1.444, H23 1.089, H24 1.084
9 N -4.29273 -0.58499 -0.83810  C8 1.444, H25 1.010, H26 1.010
10 H 2.86951 -0.77304 1.56006  C1 1.086
11 H 4.34903 -0.49894 0.68603  C1 1.083
12 H 3.40338 0.87803 1.15339  C1 1.086
13 H 2.17156 -1.24968 -0.63056  C2 1.090
14 H 4.18982 -0.80004 -1.62519  O3 0.971
15 H 2.11473 1.76670 -0.98443  C4 1.086
16 H 1.01818 0.57335 -1.68875  C4 1.087
17 H -0.27382 2.22750 0.28357  P5 1.395
18 H 0.99901 1.18042 1.77450  P5 1.396
19 H -0.71117 -0.89244 1.42792  C6 1.085
20 H -0.65248 -0.91589 -0.33161  C6 1.088
21 H -2.52666 0.71702 1.40555  C7 1.087
22 H -2.33446 1.04387 -0.30389  C7 1.086
23 H -2.72866 -1.74770 -0.18347  C8 1.089
24 H -3.78331 -1.15716 1.07197  C8 1.084
25 H -4.99183 0.06921 -0.51564  N9 1.010
26 H -3.90764 -0.29509 -1.72588  N9 1.010

Löwdin charges, unit e, in atom order:
1. C -0.05
2. C -0.49
3. O -0.03
4. C -0.28
5. P 1.10
6. C -0.34
7. C -0.24
8. C -0.28
9. N 0.00
10. H 0.08
11. H 0.09
12. H 0.08
13. H 0.14
14. H 0.12
15. H 0.12
16. H 0.11
17. H 0.05
18. H 0.04
19. H 0.10
20. H 0.10
21. H 0.11
22. H 0.10
23. H 0.11
24. H 0.12
25. H 0.08
26. H 0.07

3.
This record from OMol25 describes 5 unconnected molecules or ions with the total composition C39H38N6O10 in a non-equilibrium geometry. The level of theory is wB97M-V/def2-TZVPD.

Summary:
Maximum force in eV/A: 8.9
Structure (SMILES): CCCOCc1ccc2nccnc2c1C[C@@H]1CO1.O=[N+]([O-])c1ccccc1.O=[N+]([O-])c1ccccc1.O=[N+]([O-])c1ccccc1.O=[N+]([O-])c1ccccc1
M in g/mol: 750.77
LUMO in eV: -0.92
Gap between HOMO and LUMO in eV: 7.221

Last columns: bonded neighbours and bond lengths (Å).
Cartesian coordinates (Å):
1 C 1.93231 3.88891 0.53226  C2 1.606, H20 1.131, H21 1.135, H22 1.135
2 C 0.87995 4.87903 -0.16952  C1 1.606, C3 1.608, H23 1.130, H24 1.140
3 C -0.58009 4.20891 -0.24509  C2 1.608, O4 1.437, H25 1.145, H26 1.129
4 O -0.81405 3.53928 -1.49446  C3 1.437, C5 1.465
5 C -1.58772 2.31100 -1.29342  O4 1.465, C6 1.587, H27 1.140, H28 1.129
6 C -0.57082 1.22364 -0.74337  C5 1.587, C7 1.540, C15 1.502
7 C 0.48578 0.74180 -1.75526  C6 1.540, C8 1.475, H29 1.148
8 C 1.47411 -0.24076 -1.27119  C7 1.475, C9 1.536, H30 1.135
9 C 1.50876 -0.80225 0.15836  C8 1.536, N10 1.403, C14 1.493
10 N 2.54235 -1.70485 0.44873  C9 1.403, C11 1.377
11 C 2.45286 -2.08672 1.76902  N10 1.377, C12 1.522, H31 1.152
12 C 1.38543 -1.65128 2.76205  C11 1.522, N13 1.376, H32 1.126
13 N 0.37830 -0.77218 2.43776  C12 1.376, C14 1.404
14 C 0.45267 -0.33613 1.10557  C9 1.493, N13 1.404, C15 1.542
15 C -0.60804 0.69145 0.66069  C6 1.502, C14 1.542, C16 1.566
16 C -1.66839 1.17578 1.70639  C15 1.566, C17 1.695, H33 1.124, H34 1.128
17 C -3.20686 0.76357 1.12623  C16 1.695, C18 1.653, O19 1.486, H35 1.175
18 C -4.34554 1.93575 1.37181  C17 1.653, O19 1.584, H36 1.122, H37 1.137
19 O -4.24537 0.57163 2.17133  C17 1.486, C18 1.584
20 H 2.42186 3.17479 -0.19605  C1 1.131
21 H 1.43655 3.28861 1.35792  C1 1.135
22 H 2.76808 4.49615 1.00208  C1 1.135
23 H 1.21612 5.23170 -1.18869  C2 1.130
24 H 0.75553 5.75647 0.54785  C2 1.140
25 H -1.37655 5.02008 -0.10698  C3 1.145
26 H -0.65637 3.53874 0.66082  C3 1.129
27 H -1.99997 1.93525 -2.28769  C5 1.140
28 H -2.44960 2.53046 -0.59753  C5 1.129
29 H 0.52193 1.12028 -2.83882  C7 1.148
30 H 2.26914 -0.58195 -2.00563  C8 1.135
31 H 3.25610 -2.82309 2.14416  C11 1.152
32 H 1.41554 -2.06885 3.80758  C12 1.126
33 H -1.58655 0.69845 2.72107  C16 1.124
34 H -1.73371 2.29428 1.83322  C16 1.128
35 H -3.26832 0.15098 0.12548  C17 1.175
36 H -5.41080 1.75242 1.07140  C18 1.122
37 H -4.01596 2.72271 2.12321  C18 1.137
38 C 3.98423 -8.65761 4.33049  C39 1.390, C43 1.390, H47 1.085
39 C 2.86512 -8.04280 4.88008  C38 1.390, C40 1.388, H48 1.084
40 C 2.76961 -6.65782 4.89438  C39 1.388, C41 1.390, H49 1.083
41 C 3.79961 -5.89855 4.35109  C40 1.390, C42 1.390, N44 1.466
42 C 4.92522 -6.50537 3.80648  C41 1.390, C43 1.388, H50 1.083
43 C 5.01458 -7.89088 3.79843  C38 1.390, C42 1.388, H51 1.084
44 N 3.69127 -4.43665 4.34149  C41 1.466, O45 1.215, O46 1.220
45 O 2.70284 -3.93712 4.84073  N44 1.215
46 O 4.59606 -3.80113 3.82689  N44 1.220
47 H 4.05334 -9.74024 4.31581  C38 1.085
48 H 2.06488 -8.64480 5.29507  C39 1.084
49 H 1.89285 -6.18960 5.32519  C40 1.083
50 H 5.73274 -5.91799 3.38623  C42 1.083
51 H 5.88650 -8.37478 3.37362  C43 1.084
52 C -1.97315 3.78552 -4.71333  C53 1.390, C57 1.390, H61 1.086
53 C -1.35294 4.14612 -5.90409  C52 1.390, C54 1.389, H62 1.084
54 C -2.10449 4.29974 -7.06151  C53 1.389, C55 1.390, H63 1.083
55 C -3.47842 4.09371 -7.01413  C54 1.390, C56 1.390, N58 1.467
56 C -4.10537 3.72543 -5.82998  C55 1.390, C57 1.389, H64 1.083
57 C -3.34633 3.57093 -4.67721  C52 1.390, C56 1.389, H65 1.084
58 N -4.27921 4.27946 -8.22872  C55 1.467, O59 1.220, O60 1.220
59 O -3.69321 4.58453 -9.25442  N58 1.220
60 O -5.48571 4.12228 -8.14343  N58 1.220
61 H -1.38668 3.66946 -3.80698  C52 1.086
62 H -0.28172 4.31066 -5.92857  C53 1.084
63 H -1.61001 4.58116 -7.98334  C54 1.083
64 H -5.17505 3.55872 -5.78874  C56 1.083
65 H -3.82593 3.28635 -3.74722  C57 1.084
66 C -1.81706 -0.51849 8.39476  C67 1.390, C71 1.390, H75 1.085
67 C -1.22837 -0.15442 7.18935  C66 1.390, C68 1.389, H76 1.084
68 C -2.01011 -0.00259 6.05135  C67 1.389, C69 1.390, H77 1.084
69 C -3.38141 -0.21369 6.13338  C68 1.390, C70 1.390, N72 1.470
70 C -3.97646 -0.58531 7.33330  C69 1.390, C71 1.389, H78 1.083
71 C -3.18779 -0.73792 8.46656  C66 1.390, C70 1.389, H79 1.084
72 N -4.21460 -0.02926 4.93625  C69 1.470, O73 1.223, O74 1.220
73 O -3.65783 0.28006 3.89190  N72 1.223
74 O -5.41828 -0.19164 5.05271  N72 1.220
75 H -1.20441 -0.63089 9.28325  C66 1.085
76 H -0.15862 0.01419 7.13758  C67 1.084
77 H -1.53980 0.28139 5.11727  C68 1.084
78 H -5.04418 -0.75586 7.40164  C70 1.083
79 H -3.64217 -1.02461 9.40821  C71 1.084
80 C 4.57655 -1.56317 -6.44061  C81 1.390, C85 1.390, H89 1.085
81 C 4.34877 -0.33763 -5.82551  C80 1.390, C82 1.389, H90 1.084
82 C 3.04906 0.09977 -5.60749  C81 1.389, C83 1.390, H91 1.083
83 C 1.98494 -0.70116 -6.00592  C82 1.390, C84 1.390, N86 1.466
84 C 2.20429 -1.92418 -6.62819  C83 1.390, C85 1.389, H92 1.083
85 C 3.50691 -2.35346 -6.84530  C80 1.390, C84 1.389, H93 1.084
86 N 0.61106 -0.25435 -5.75463  C83 1.466, O87 1.222, O88 1.217
87 O 0.45597 0.83432 -5.22245  N86 1.222
88 O -0.29634 -0.99491 -6.08640  N86 1.217
89 H 5.59319 -1.90474 -6.60459  C80 1.085
90 H 5.18599 0.27595 -5.51291  C81 1.084
91 H 2.88348 1.05666 -5.12713  C82 1.083
92 H 1.37845 -2.54979 -6.94484  C84 1.083
93 H 3.68952 -3.30708 -7.32717  C85 1.084

Löwdin charges, unit e, in atom order:
1. C -0.12
2. C -0.19
3. C -0.22
4. O -0.19
5. C -0.14
6. C -0.09
7. C 0.00
8. C -0.01
9. C -0.19
10. N 0.09
11. C -0.08
12. C -0.07
13. N 0.09
14. C -0.14
15. C -0.07
16. C -0.08
17. C -0.17
18. C 0.00
19. O -0.23
20. H 0.07
21. H 0.07
22. H 0.07
23. H 0.11
24. H 0.11
25. H 0.13
26. H 0.09
27. H 0.13
28. H 0.11
29. H 0.10
30. H 0.10
31. H 0.09
32. H 0.09
33. H 0.08
34. H 0.10
35. H 0.15
36. H 0.10
37. H 0.10
38. C -0.07
39. C -0.06
40. C 0.00
41. C -0.14
42. C 0.00
43. C -0.06
44. N -0.34
45. O 0.07
46. O 0.06
47. H 0.11
48. H 0.11
49. H 0.12
50. H 0.12
51. H 0.11
52. C -0.06
53. C -0.06
54. C 0.00
55. C -0.15
56. C 0.00
57. C -0.06
58. N -0.35
59. O 0.07
60. O 0.07
61. H 0.09
62. H 0.11
63. H 0.12
64. H 0.12
65. H 0.11
66. C -0.08
67. C -0.07
68. C 0.00
69. C -0.13
70. C 0.00
71. C -0.07
72. N -0.29
73. O 0.02
74. O 0.09
75. H 0.11
76. H 0.11
77. H 0.11
78. H 0.12
79. H 0.11
80. C -0.07
81. C -0.07
82. C 0.00
83. C -0.15
84. C 0.00
85. C -0.07
86. N -0.34
87. O 0.05
88. O 0.09
89. H 0.11
90. H 0.11
91. H 0.12
92. H 0.12
93. H 0.11

4.
This record from OMol25 describes 2 unconnected molecules or ions with the total composition C15H13N2O6 in a non-equilibrium geometry. The level of theory is wB97M-V/def2-TZVPD.

Summary:
Maximum force in eV/A: 8.8
Total charge: -1
M in g/mol: 317.28
LUMO in eV: -0.57
Gap between HOMO and LUMO in eV: 2.358

Last columns: bonded neighbours and bond lengths (Å).
Cartesian coordinates (Å):
1 C -5.01291 -1.24470 1.47596  C2 1.673, H14 1.194, H15 1.175, H16 1.170
2 C -3.67520 -2.22766 1.27061  C1 1.673, N3 1.401, C4 1.639
3 N -3.63293 -3.31732 2.15000  C2 1.401, H17 1.043
4 C -2.54400 -1.96714 0.11287  C2 1.639, C5 1.639, H18 1.190, H19 1.192
5 C -0.99210 -1.97077 0.64061  C4 1.639, C6 1.655, C10 1.663
6 C -0.23966 -3.41447 0.93708  C5 1.655, N7 1.513, H20 1.191
7 N 1.18254 -3.58349 1.42543  C6 1.513, C8 1.513, H21 1.065
8 C 2.03434 -2.35046 1.63149  N7 1.513, C9 1.649, H22 1.192
9 C 1.52345 -0.80436 1.37015  C8 1.649, C10 1.667, H23 1.170
10 C -0.05723 -0.61586 0.87603  C5 1.663, C9 1.667, C11 1.669
11 C -0.67064 0.90866 0.58622  C10 1.669, O12 1.335, O13 1.475
12 O -0.66022 1.74468 1.62722  C11 1.335
13 O -1.14644 1.22497 -0.77333  C11 1.475, H24 1.010
14 H -5.94586 -1.98078 1.36053  C1 1.194
15 H -4.99682 -0.93701 2.61001  C1 1.175
16 H -5.03707 -0.34765 0.72527  C1 1.170
17 H -2.79453 -3.90360 1.94463  N3 1.043
18 H -2.75354 -0.93900 -0.44784  C4 1.190
19 H -2.62850 -2.79954 -0.73626  C4 1.192
20 H -0.91113 -4.38163 0.75458  C6 1.191
21 H 1.50520 -4.58451 1.59030  N7 1.065
22 H 3.14849 -2.52065 2.01833  C8 1.192
23 H 2.27513 0.07588 1.54123  C9 1.170
24 H -0.68980 0.59773 -1.42057  O13 1.010
25 C 3.69196 3.20689 -2.92613  C26 1.344, C31 1.487, H35 1.084
26 C 2.59024 3.84988 -3.34968  C25 1.344, C27 1.526, O34 1.269
27 C 1.51529 3.98163 -2.27502  C26 1.526, O28 1.235, C29 1.487
28 O 0.45458 4.59699 -2.42235  C27 1.235
29 C 1.74878 3.32374 -0.96240  C27 1.487, C30 1.345, H36 1.084
30 C 2.84592 2.66900 -0.54310  C29 1.345, C31 1.526, O33 1.270
31 C 3.96309 2.63054 -1.58244  C25 1.487, C30 1.526, O32 1.235
32 O 5.08197 2.14671 -1.38470  C31 1.235
33 O 3.04451 2.10750 0.57804  C30 1.270
34 O 2.36184 4.34180 -4.49730  C26 1.269
35 H 4.51678 3.07347 -3.61721  C25 1.084
36 H 0.90447 3.41052 -0.28824  C29 1.084

Löwdin charges, unit e, in atom order:
1. C -0.08
2. C -0.29
3. N 0.06
4. C -0.13
5. C -0.07
6. C -0.02
7. N -0.05
8. C -0.02
9. C 0.08
10. C 0.01
11. C -0.28
12. O 0.00
13. O 0.00
14. H 0.09
15. H 0.09
16. H 0.08
17. H 0.00
18. H 0.12
19. H 0.13
20. H 0.11
21. H 0.14
22. H 0.12
23. H 0.10
24. H 0.13
25. C 0.02
26. C -0.44
27. C -0.33
28. O 0.03
29. C 0.04
30. C -0.42
31. C -0.35
32. O 0.01
33. O -0.05
34. O -0.04
35. H 0.10
36. H 0.10

no.,E (eV)
1,-15085.7109
2,-19316.9365
3,-70455.6689
4,-31017.9256